The following is a DFT calculation (the ωB97M-V functional and the def2-TZVPD basis) of CH2NOP in the gas phase at a distorted geometry.

- Kohn-Sham gap: 0.295 hartree
- LUMO: -1.35 eV
- Energy above the lowest of the compared OMol25 structures with the same formula, charge and spin: 3.9658 eV

Each line ends with the natural charge from an NBO analysis.
Cartesian coordinates (Å):
1 C -1.30 0.50 -0.05  0.486
2 N 1.60 0.31 -1.13  -0.977
3 O -2.06 0.12 -0.81  -0.418
4 P 0.80 -0.07 0.07  1.026
5 H 0.18 -1.36 0.47  -0.056
6 H 0.78 0.50 1.44  -0.061

---

The following is a DFT calculation (the ωB97M-V functional and the def2-TZVPD basis) of a 2-piece molecular cluster, C11H15NS overall at a distorted geometry.

- Kohn-Sham gap (alpha / beta): 0.256 / 0.076 hartree
- Net charge: +1
- LUMO (alpha / beta): -3.37 / -8.28 eV
- Expectation value of S²: 0.753
- Energy above the lowest of the compared OMol25 structures with the same formula, charge and spin: 3.4714 eV
- Spin multiplicity: 2

Each line ends with the natural charge from an NBO analysis.
Cartesian coordinates (Å):
1 C -0.71 -0.73 -3.57  -0.644
2 C -0.31 1.26 -0.59  0.184
3 C -1.10 0.52 -1.45  -0.151
4 C -0.35 0.41 -2.67  -0.023
5 C 0.81 1.27 -2.61  -0.043
6 C -0.63 1.39 0.78  -0.296
7 C -1.95 0.88 1.15  -0.210
8 C -2.86 0.34 0.21  -0.261
9 C -2.40 0.21 -1.16  -0.162
10 N 0.80 1.85 -1.26  -0.602
11 H 0.04 1.84 1.40  0.192
12 H -2.38 0.84 2.32  0.226
13 H 0.99 2.84 -1.00  0.420
14 H -3.94 0.01 0.31  0.245
15 H 1.65 1.30 -3.31  0.231
16 H -3.05 -0.05 -2.12  0.239
17 H 0.23 -1.17 -3.82  0.226
18 H -1.27 -0.49 -4.54  0.234
19 H -1.22 -1.39 -2.97  0.217
20 C 2.42 -0.19 1.95  -0.764
21 C 1.44 -2.24 3.60  -0.795
22 S 2.21 -0.63 3.73  0.847
23 H 2.32 -1.15 1.40  0.263
24 H 1.76 0.70 1.75  0.302
25 H 3.43 0.10 1.76  0.275
26 H 0.86 -2.36 2.67  0.284
27 H 0.95 -2.42 4.55  0.280
28 H 2.25 -2.93 3.52  0.283

---

The following is a DFT calculation (the ωB97M-V functional and the def2-TZVPD basis) of a 2-piece molecular cluster, C4H10NO2 overall at a distorted geometry.

- Kohn-Sham gap: 0.416 hartree
- Net charge: +1
- LUMO: -3.25 eV
- Energy above the lowest of the compared OMol25 structures with the same formula, charge and spin: 3.7892 eV

Each line ends with the natural charge from an NBO analysis.
Cartesian coordinates (Å):
1 C 1.54 -0.19 -1.14  -0.409
2 C 2.17 -0.08 -0.14  0.141
3 C 2.91 0.15 1.06  -0.720
4 C -1.79 0.40 -0.17  0.508
5 N -0.85 -0.74 0.21  -0.722
6 O -2.08 0.12 -1.52  -0.698
7 O -2.95 0.43 0.57  -0.676
8 H -1.22 1.32 -0.04  0.181
9 H 1.32 -0.23 -2.18  0.287
10 H 2.53 1.09 1.59  0.256
11 H 2.82 -0.69 1.62  0.246
12 H 3.95 0.47 0.92  0.288
13 H 0.04 -0.67 -0.41  0.464
14 H -0.54 -0.54 1.17  0.434
15 H -1.26 -1.58 0.08  0.423
16 H -2.82 -0.53 -1.52  0.488
17 H -3.54 0.81 -0.14  0.509

---

The following is a DFT calculation (the ωB97M-V functional and the def2-TZVPD basis) of C3H5N3 in the gas phase at a distorted geometry.

- Structure (SMILES): C=N[C@@H](N)C#N
- Kohn-Sham gap: 0.414 hartree
- LUMO: 0.74 eV
- Energy above the lowest of the compared OMol25 structures with the same formula, charge and spin: 1.4668 eV

Each line ends with the natural charge from an NBO analysis.
Cartesian coordinates (Å):
1 C 1.75 -0.35 -0.47  -0.040
2 N 0.61 0.12 -0.79  -0.391
3 C -0.43 -0.09 0.22  -0.019
4 N -0.98 1.17 0.66  -0.789
5 C -1.52 -0.95 -0.27  0.264
6 N -2.40 -1.63 -0.58  -0.292
7 H 1.90 -0.98 0.41  0.146
8 H 2.63 -0.12 -1.07  0.185
9 H 0.00 -0.59 1.10  0.198
10 H -0.21 1.77 0.94  0.365
11 H -1.45 1.63 -0.12  0.371

---

The following is a DFT calculation (the ωB97M-V functional and the def2-TZVPD basis) of a 2-piece molecular cluster, C28H57BN3O4 overall at a distorted geometry.

- Kohn-Sham gap: 0.303 hartree
- Net charge: +1
- LUMO: -3.28 eV
- Energy above the lowest of the compared OMol25 structures with the same formula, charge and spin: 0.0000 eV

Each line ends with the Löwdin charge.
Cartesian coordinates (Å):
1 C 12.06 1.53 0.69  -0.110
2 C 10.65 1.00 0.99  -0.271
3 C 9.95 0.51 -0.27  -0.237
4 C 8.50 0.09 0.04  -0.209
5 C 7.62 -0.04 -1.23  -0.192
6 C 6.94 -1.42 -1.35  -0.202
7 C 5.44 -1.30 -1.63  -0.227
8 C 4.65 -2.57 -1.28  -0.209
9 C 3.21 -2.17 -0.93  -0.217
10 C 2.22 -3.35 -0.91  -0.206
11 C 0.87 -3.00 -1.53  -0.201
12 C 0.28 -1.72 -0.92  -0.197
13 C -1.22 -1.84 -0.78  -0.107
14 C -1.96 -0.52 -0.30  -0.357
15 O -1.09 -0.06 0.68  -0.033
16 C -1.59 0.95 1.55  -0.119
17 C -1.16 2.36 1.22  -0.398
18 C 0.26 2.44 0.69  -0.012
19 O -2.15 2.95 0.37  -0.040
20 C -3.37 -1.00 0.07  -0.005
21 C -4.22 0.17 -0.51  -0.134
22 B -5.82 0.01 -0.65  -0.565
23 O -6.42 -0.79 -1.59  0.168
24 N -6.62 0.79 0.23  -0.072
25 C -8.06 0.55 0.05  -0.064
26 C -6.23 0.65 1.66  -0.035
27 N -3.43 0.51 -1.72  0.201
28 C -2.17 0.23 -1.65  -0.158
29 N -1.23 0.43 -2.60  0.205
30 C -0.87 1.63 -2.92  -0.313
31 C 0.56 1.84 -3.26  -0.008
32 C -1.74 2.84 -3.05  0.003
33 H 12.81 0.74 0.71  0.067
34 H 12.12 1.99 -0.29  0.066
35 H 12.32 2.27 1.45  0.063
36 H 10.10 1.81 1.45  0.101
37 H 10.73 0.16 1.68  0.107
38 H 9.91 1.29 -1.03  0.108
39 H 10.48 -0.37 -0.64  0.119
40 H 8.55 -0.86 0.57  0.100
41 H 8.10 0.85 0.71  0.102
42 H 6.89 0.77 -1.20  0.100
43 H 8.30 0.13 -2.07  0.097
44 H 7.41 -1.91 -2.21  0.112
45 H 7.13 -1.98 -0.45  0.097
46 H 5.23 -0.97 -2.64  0.117
47 H 5.05 -0.53 -0.96  0.103
48 H 5.14 -3.04 -0.43  0.111
49 H 4.65 -3.29 -2.09  0.112
50 H 3.25 -1.75 0.07  0.113
51 H 2.91 -1.40 -1.65  0.103
52 H 2.65 -4.26 -1.33  0.108
53 H 2.01 -3.59 0.14  0.111
54 H 0.19 -3.84 -1.45  0.108
55 H 1.07 -2.85 -2.60  0.114
56 H 0.59 -0.90 -1.56  0.087
57 H 0.76 -1.59 0.04  0.113
58 H -1.41 -2.57 0.01  0.137
59 H -1.70 -2.25 -1.68  0.131
60 H -2.67 0.95 1.68  0.122
61 H -1.17 0.74 2.53  0.144
62 H -1.18 2.91 2.17  0.147
63 H 0.61 3.47 0.67  0.088
64 H 0.88 1.84 1.34  0.097
65 H 0.30 1.97 -0.28  0.062
66 H -2.03 3.91 0.38  0.105
67 H -3.66 -1.83 -0.56  0.135
68 H -3.65 -1.06 1.12  0.134
69 H -4.13 1.10 0.06  0.122
70 H -5.95 -0.82 -2.43  0.110
71 H -8.34 0.72 -0.99  0.087
72 H -8.38 -0.43 0.42  0.097
73 H -8.60 1.30 0.63  0.086
74 H -5.75 -0.31 1.85  0.087
75 H -7.03 0.86 2.35  0.072
76 H -5.45 1.39 1.85  0.087
77 H -3.92 0.95 -2.48  0.170
78 H 0.64 2.28 -4.26  0.097
79 H 1.00 2.57 -2.59  0.099
80 H 1.07 0.89 -3.26  0.085
81 H -1.42 3.34 -3.97  0.100
82 H -1.60 3.56 -2.25  0.090
83 H -2.79 2.63 -3.18  0.073
84 C -9.36 -1.19 5.91  -0.020
85 C -9.06 -0.34 4.71  -0.498
86 O -8.03 0.29 4.62  0.056
87 C -10.09 -0.31 3.61  -0.017
88 H -8.54 -1.12 6.62  0.083
89 H -10.28 -0.85 6.39  0.089
90 H -9.48 -2.24 5.61  0.088
91 H -11.04 0.07 3.99  0.090
92 H -10.24 -1.32 3.21  0.089
93 H -9.75 0.34 2.80  0.062